(1)
The following is a DFT calculation (ωB97M-V/def2-TZVPD) of a structure of composition C24H43NO2P2Pt.

Geometry as XYZ:
```
73
Properties=species:S:1:pos:R:3:forces:R:3:lowdin_charge:R:1
Pt 0.127 -1.618 -2.555 -0.552 0.456 3.707 0.866
C 1.896 -0.346 -0.408 -0.272 0.142 -1.884 -0.187
C 1.311 0.101 -1.729 -0.016 1.144 1.991 -0.395
C 0.494 1.407 0.075 0.669 -1.393 1.694 -0.185
C 1.282 0.334 0.631 -1.443 1.550 0.025 -0.159
C 0.580 1.383 -1.304 -0.090 -1.533 -0.508 -0.171
C 3.034 -1.274 -0.268 0.150 -0.326 -0.183 -0.004
H 3.314 -1.647 -1.250 0.181 -0.165 0.045 0.083
H 2.815 -2.128 0.385 -0.061 0.143 -0.053 0.084
H 3.910 -0.783 0.182 -0.255 0.041 -0.125 0.125
C 1.339 0.004 2.077 0.268 0.132 0.448 -0.009
H 2.155 -0.679 2.334 -0.064 0.137 -0.120 0.099
H 0.411 -0.487 2.386 -0.056 0.089 0.054 0.076
H 1.433 0.892 2.716 0.037 -0.139 -0.240 0.105
C -0.328 2.290 0.939 0.029 0.459 0.409 -0.017
H 0.273 2.618 1.799 -0.134 0.195 -0.250 0.103
H -1.167 1.726 1.392 0.355 0.381 -0.257 0.080
H -0.704 3.170 0.393 0.034 -0.330 0.360 0.105
C 0.025 2.420 -2.212 0.284 0.198 -0.322 0.005
H 0.340 3.446 -1.934 -0.228 -0.546 0.109 0.122
H -1.076 2.405 -2.253 0.242 0.017 0.138 0.094
H 0.391 2.258 -3.222 -0.128 0.034 -0.130 0.080
C 2.247 0.400 -2.846 0.853 0.012 -0.592 -0.101
H 2.901 1.218 -2.538 0.189 0.113 -0.225 0.113
H 1.704 0.725 -3.743 0.325 -0.175 0.127 0.076
H 2.899 -0.446 -3.082 -0.085 0.039 -0.232 0.084
C -0.304 -4.943 -3.835 0.659 -0.929 -0.224 -0.146
C 0.980 -4.706 -4.150 -0.522 -1.173 -0.475 -0.134
C 1.482 -4.102 -5.431 0.993 -0.261 -0.169 -0.167
C 0.911 -2.727 -5.796 0.426 0.657 0.046 -0.138
C 0.180 -2.002 -4.662 0.046 0.327 -2.141 -0.257
C -1.140 -2.165 -4.344 -1.151 0.085 -1.224 -0.264
C -2.017 -3.307 -4.815 -0.641 -0.225 0.191 -0.155
C -1.479 -4.759 -4.752 -0.063 0.073 -0.485 -0.156
H 1.338 -4.786 -6.285 -0.159 0.060 0.372 0.133
H 0.280 -2.792 -6.713 0.042 0.138 0.907 0.138
H 2.583 -4.010 -5.365 -0.523 -0.066 0.086 0.120
H -1.200 -5.094 -5.771 -0.014 0.179 0.462 0.128
H -0.502 -5.556 -2.951 0.153 0.264 -0.044 0.102
H 1.743 -5.230 -3.565 -0.214 0.482 -0.121 0.103
H -2.309 -5.430 -4.436 0.594 0.480 -0.214 0.129
H -2.918 -3.294 -4.189 0.076 0.218 0.044 0.101
H -1.785 -1.326 -4.056 0.673 -0.308 -0.353 0.019
H -2.430 -3.087 -5.822 0.486 0.024 0.376 0.142
H 1.755 -2.047 -6.079 -0.679 -0.632 0.126 0.129
H 0.769 -1.101 -4.340 -0.569 0.372 -0.887 0.060
P -0.135 -3.274 -0.828 -0.343 2.000 0.224 0.814
P -2.127 -0.726 -1.691 0.184 0.588 -0.800 0.910
C -1.992 -3.578 -0.998 0.880 -0.846 -0.178 -0.343
C -2.851 -2.290 -1.000 -0.328 0.123 -0.272 -0.352
H -2.271 -4.187 -0.125 -0.130 -0.008 -0.429 0.099
H -2.103 -4.165 -1.922 -0.322 0.225 0.347 0.061
H -3.757 -2.472 -1.598 0.091 -0.144 0.386 0.096
H -3.171 -1.996 0.020 0.145 -0.430 -0.594 0.067
C -2.649 0.515 -0.465 -0.028 0.203 0.733 -0.232
H -1.890 1.289 -0.412 -0.258 0.078 -0.100 0.001
H -2.827 0.147 0.558 0.194 0.132 -0.720 0.021
H -3.574 0.966 -0.857 0.332 -0.248 0.595 0.062
C -3.224 0.118 -3.028 0.221 -0.251 -0.360 -0.204
H -4.129 -0.516 -3.086 0.315 0.421 -0.351 0.065
H -2.765 0.300 -4.036 -0.398 -0.604 0.902 0.064
H -3.527 1.130 -2.674 0.327 -0.927 -0.169 0.050
C -0.131 -2.930 0.977 0.065 0.198 0.222 -0.229
H 0.639 -2.190 1.292 -0.449 -0.827 -0.331 0.020
H 0.056 -3.909 1.489 -0.169 0.806 -0.255 0.090
H -1.124 -2.541 1.319 1.307 -0.675 -0.754 0.005
C 1.174 -4.533 -0.972 -0.344 -0.945 -0.566 -0.237
H 1.632 -4.568 -1.982 -0.618 0.164 0.997 0.010
H 0.726 -5.514 -0.738 0.440 0.177 -0.033 0.076
H 1.972 -4.317 -0.257 -0.357 0.107 0.152 0.054
O -2.691 -0.010 3.070 -0.339 -2.080 -3.444 0.115
N -2.573 -1.021 2.363 1.955 -0.422 7.073 -0.084
O -2.079 -2.083 2.855 -2.217 2.745 -2.536 0.043
```
Forces are in eV/Å.

Properties
* expectation value of S²: 6.0289
* F_max: 7.35 eV/A
* calculated total energy: -52971.4231 eV
* spin multiplicity: 5
* total charge: +2
* Kohn-Sham gap (alpha / beta): 6.68 / 5.44 eV

***

(2)
The following is a DFT calculation (ωB97M-V/def2-TZVPD) of a structure of composition C16H15BrIr.

Geometry as XYZ:
```
33
Properties=species:S:1:pos:R:3:forces:R:3:lowdin_charge:R:1
C -0.901 -1.568 -1.552 0.097 -0.552 -0.223 -0.271
C -0.164 -0.566 -2.295 -0.044 -0.781 -0.448 -0.267
C 1.202 -0.637 -1.819 -0.262 0.805 0.487 -0.192
H -0.585 0.089 -3.069 0.508 -0.587 0.275 0.098
C 1.254 -1.471 -0.659 0.285 -0.767 -0.626 -0.255
C -0.024 -2.110 -0.547 -0.483 -0.670 -0.227 -0.272
H -0.276 -2.903 0.149 -0.054 0.351 -0.079 0.088
H -1.936 -1.855 -1.699 0.236 0.082 0.042 0.083
H 2.059 -0.112 -2.241 -0.442 0.228 0.370 0.103
H 2.101 -1.606 0.015 -0.231 -0.106 -0.491 0.099
Ir -0.293 0.031 -0.232 0.986 1.216 -0.636 0.927
Br -1.522 0.397 1.752 -0.546 0.282 1.240 0.424
C -2.954 -1.773 2.458 0.457 -1.449 0.133 -0.286
C -2.425 -3.079 2.231 -0.482 0.016 -0.364 -0.162
C -2.969 -3.574 1.017 0.394 0.556 1.019 -0.127
H -1.759 -3.611 2.911 -0.232 0.157 -0.266 0.080
C -3.806 -2.550 0.452 -0.296 1.343 1.004 -0.148
C -3.799 -1.446 1.332 -0.737 -1.359 -1.472 -0.214
H -4.331 -0.512 1.175 0.176 -0.253 0.119 0.077
H -2.824 -1.226 3.388 -0.253 -0.122 -0.360 0.054
H -2.823 -4.572 0.602 0.054 0.347 0.114 0.087
H -4.390 -2.638 -0.466 0.297 0.118 0.281 0.081
C 1.455 4.348 0.417 2.504 0.073 0.817 -0.155
C 0.162 4.293 -0.128 -3.911 -0.369 -1.580 -0.173
C -0.516 3.074 -0.254 0.643 1.307 0.418 -0.157
C 0.139 1.917 0.194 -2.476 -0.128 -2.226 -0.551
C 1.244 2.034 1.040 3.038 0.941 2.178 -0.209
C 1.952 3.230 1.079 0.233 -0.837 -0.035 -0.139
H 2.030 5.276 0.373 -0.137 -0.268 0.130 0.081
H -0.329 5.221 -0.439 0.083 -0.275 0.060 0.068
H -1.533 2.975 -0.646 0.358 0.305 -0.063 0.084
H 1.544 1.146 1.581 0.166 0.305 0.374 0.064
H 2.888 3.275 1.625 0.071 0.088 0.035 0.082
```
Forces are in eV/Å.

Properties
* expectation value of S²: 6.0499
* F_max: 4.23 eV/A
* calculated total energy: -89711.0557 eV
* spin multiplicity: 5
* total charge: -1
* Kohn-Sham gap (alpha / beta): 3.43 / 5.86 eV